Entry from the Open Molecules 2025 dataset: a cluster of 11 separate species, C48H125N7O18 in total at a distorted geometry (ωB97M-V with the def2-TZVPD basis set).

Geometry (Å):
C 0.66 -5.96 1.62
O 1.41 -4.74 1.75
H 0.58 -6.50 2.59
H -0.41 -5.63 1.32
H 1.09 -6.64 0.85
H 2.23 -4.91 1.28
C 3.28 -1.42 1.97
O 2.56 -1.97 0.89
H 3.79 -2.23 2.59
H 4.03 -0.80 1.45
H 2.71 -0.88 2.64
H 2.06 -2.70 1.25
C -3.16 1.94 -1.85
C -2.83 0.82 -0.89
O -2.91 1.25 0.50
H -2.99 1.57 -2.83
H -2.54 2.83 -1.65
H -4.23 2.18 -1.74
H -1.81 0.41 -1.06
H -3.54 -0.08 -0.98
H -3.82 1.54 0.76
C -0.83 -2.19 0.64
C -0.31 -0.94 1.42
O -1.23 -0.11 2.11
H -1.51 -1.76 -0.14
H -1.41 -2.87 1.28
H 0.08 -2.69 0.17
H 0.26 -0.41 0.64
H 0.42 -1.18 2.19
H -1.80 0.34 1.53
C -5.98 -2.46 0.15
O -6.47 -1.25 0.70
C -5.77 -0.83 1.90
C -6.33 0.55 2.20
N -5.98 1.51 1.10
C -6.75 2.79 1.21
C -6.26 3.92 0.36
O -6.46 3.42 -0.92
C -6.15 4.41 -1.97
H -4.96 -2.42 -0.15
H -6.47 -2.76 -0.75
H -6.14 -3.25 0.92
H -4.69 -0.77 1.74
H -6.05 -1.44 2.81
H -6.09 0.90 3.20
H -7.47 0.39 2.21
H -6.35 1.11 0.27
H -6.62 3.15 2.25
H -7.89 2.74 1.10
H -5.25 4.34 0.45
H -6.91 4.76 0.59
H -6.55 3.96 -2.87
H -5.12 4.69 -2.03
H -6.73 5.31 -1.81
C -0.10 3.08 5.08
O 0.40 1.93 5.70
C 0.26 0.71 4.98
C 0.76 -0.44 5.91
N -0.09 -0.46 7.10
C 0.22 -1.30 8.18
C 1.45 -0.83 8.91
O 1.60 -1.36 10.25
C 2.93 -1.94 10.41
H 0.43 3.28 4.12
H -0.07 3.85 5.79
H -1.12 2.85 4.78
H 0.87 0.73 4.03
H -0.77 0.44 4.75
H 1.78 -0.23 6.10
H 0.73 -1.36 5.22
H -0.04 0.51 7.47
H 0.48 -2.33 7.78
H -0.63 -1.42 8.85
H 1.38 0.23 9.11
H 2.35 -1.07 8.33
H 3.61 -1.31 9.90
H 3.06 -3.02 10.01
H 3.24 -1.93 11.45
C 3.61 0.88 -2.38
O 4.48 0.60 -3.44
C 4.34 1.36 -4.57
C 3.98 0.39 -5.71
N 3.88 0.99 -7.05
C 2.80 2.00 -7.35
C 3.23 2.73 -8.58
O 3.75 1.88 -9.52
C 3.95 2.48 -10.74
H 2.61 0.82 -2.76
H 3.90 1.75 -1.87
H 3.77 -0.03 -1.82
H 5.30 1.86 -4.83
H 3.56 1.99 -4.39
H 2.99 -0.05 -5.46
H 4.61 -0.50 -5.73
H 3.85 0.14 -7.69
H 2.72 2.70 -6.53
H 1.77 1.61 -7.36
H 4.06 3.37 -8.23
H 2.46 3.39 -9.02
H 3.02 2.53 -11.26
H 4.63 1.81 -11.28
H 4.30 3.44 -10.51
C -3.34 -2.71 -4.32
O -4.54 -2.04 -4.69
C -4.26 -0.66 -4.71
C -5.49 0.10 -5.05
N -6.69 -0.33 -4.25
C -6.70 0.04 -2.90
C -8.05 -0.14 -2.16
O -8.42 -1.46 -2.10
C -9.74 -1.69 -1.72
H -3.51 -3.77 -4.50
H -3.09 -2.55 -3.29
H -2.56 -2.39 -5.01
H -3.44 -0.34 -5.44
H -3.91 -0.43 -3.66
H -5.88 -0.09 -6.02
H -5.50 1.20 -4.96
H -6.77 -1.33 -4.20
H -6.45 1.11 -2.80
H -5.82 -0.51 -2.28
H -8.78 0.37 -2.77
H -7.98 0.41 -1.21
H -10.03 -2.77 -1.97
H -10.56 -1.08 -2.28
H -9.92 -1.48 -0.66
C 0.31 -0.24 -3.07
O -0.12 1.07 -3.04
C -0.21 1.68 -4.33
C -0.61 3.16 -4.06
N 0.48 3.89 -3.40
C 1.64 4.18 -4.23
C 2.75 4.88 -3.40
O 3.08 4.00 -2.34
C 3.77 4.72 -1.38
H -0.56 -0.88 -3.37
H 0.58 -0.64 -2.14
H 1.12 -0.58 -3.77
H -0.94 1.20 -4.95
H 0.74 1.54 -4.85
H -1.47 3.22 -3.38
H -0.79 3.67 -5.04
H 0.86 3.37 -2.58
H 1.25 4.81 -5.06
H 2.10 3.26 -4.71
H 2.35 5.80 -2.97
H 3.66 5.09 -4.05
H 4.65 5.20 -1.87
H 4.08 4.07 -0.57
H 3.02 5.40 -0.92
C 1.89 2.21 0.34
O 2.86 1.74 1.21
C 2.85 2.55 2.30
C 3.85 1.93 3.33
N 4.35 3.00 4.23
C 3.25 3.42 5.12
C 3.73 3.96 6.43
O 4.41 3.04 7.20
C 3.73 1.83 7.41
H 0.80 2.09 0.76
H 1.87 1.47 -0.51
H 2.02 3.25 -0.02
H 1.78 2.70 2.67
H 3.24 3.58 2.14
H 4.68 1.55 2.72
H 3.32 1.16 3.85
H 5.08 2.60 4.81
H 2.46 2.63 5.32
H 2.66 4.19 4.59
H 2.84 4.30 7.07
H 4.51 4.80 6.13
H 2.72 2.00 7.66
H 4.29 1.31 8.26
H 3.88 1.19 6.54
C 1.51 -5.34 -2.47
O 2.75 -5.53 -1.74
C 3.39 -4.28 -1.57
C 4.56 -4.55 -0.60
N 4.10 -5.24 0.60
C 5.18 -5.36 1.54
C 4.77 -6.08 2.84
O 4.63 -7.49 2.58
C 4.06 -8.25 3.67
H 1.10 -6.38 -2.68
H 1.79 -4.88 -3.44
H 0.79 -4.78 -1.90
H 2.59 -3.67 -0.99
H 3.68 -3.83 -2.49
H 5.11 -3.63 -0.36
H 5.28 -5.18 -1.14
H 3.77 -6.12 0.32
H 5.48 -4.38 1.95
H 6.10 -5.79 1.07
H 3.86 -5.69 3.28
H 5.51 -5.82 3.57
H 4.85 -8.42 4.38
H 3.86 -9.25 3.27
H 3.23 -7.73 4.08

Values from the calculation:
Total energy = -99073.838 eV
Molar mass = 1088.56 g mol⁻¹
Orbital gap = 9.1 eV
Spin multiplicity = 1
SMILES = COCCNCCOC.COCCNCCOC.COCCNCCOC.COCCNCCOC.COCCNCCOC.COCCNCCOC.COCCNCCOC.CCO.CCO.CO.CO
HOMO energy = -8.600 eV
Relative energy (zero: lowest compared OMol25 entry of this formula, charge and spin) = 1.8879 eV